1.
Computed, not measured: 5 unconnected molecules or ions with the total composition C6H21NO5 in a non-equilibrium geometry, with ωB97M-V/def2-TZVPD.

The geometry in ORCA input format:
```
! wB97M-V def2-TZVPD RIJCOSX def2/J DEFGRID3
* xyz 0 1
C 0.141 -0.727 -1.075
C -0.704 0.091 -0.385
C -0.018 1.218 0.342
C 0.482 0.699 1.753
C 1.467 -0.429 1.756
O 0.746 -1.712 1.696
N -2.068 -0.109 -0.447
C -2.993 0.561 0.503
H -0.212 -1.422 -1.887
H 1.156 -0.436 -1.276
H 0.815 1.621 -0.278
H -0.640 2.041 0.695
H -0.377 0.382 2.433
H 0.842 1.657 2.274
H 2.100 -0.600 2.599
H 2.171 -0.567 0.864
H 0.062 -1.648 1.022
H -2.253 -1.093 -0.626
H -3.131 1.632 0.346
H -3.974 0.062 0.513
H -2.685 0.461 1.556
O 2.039 -1.179 -3.555
H 1.430 -1.892 -3.704
H 1.719 -0.484 -2.990
O 2.778 -2.386 -0.151
H 2.793 -3.282 -0.482
H 2.017 -2.266 0.464
O -2.260 1.445 3.216
H -1.762 1.999 3.845
H -2.924 2.115 3.004
O 0.032 2.519 -3.126
H 0.213 1.582 -3.356
H 0.337 3.024 -3.883
*
```

Values from the calculation:
- Lowest unoccupied orbital energy: 0.01245 hartree
- Total energy: -18288.026 eV
- Orbital gap: 8.36 eV
- Structure (SMILES): C=C(CCCO)NC.O.O.O.O

***

2.
Computed, not measured: 4 unconnected molecules or ions with the total composition C6H21NO5 in a non-equilibrium geometry, with ωB97M-V/def2-TZVPD.

The geometry in ORCA input format:
```
! wB97M-V def2-TZVPD RIJCOSX def2/J DEFGRID3
* xyz 0 1
C -4.244 4.957 -2.546
O -3.308 4.525 -1.559
C -1.985 4.768 -1.917
C -0.980 4.090 -0.967
N -1.149 2.684 -0.886
C -0.131 2.042 -0.131
C -0.427 0.715 0.465
O -1.545 0.983 1.296
C -2.136 -0.179 1.803
H -4.113 6.016 -2.765
H -5.215 4.806 -2.074
H -4.208 4.266 -3.388
H -1.840 5.846 -1.981
H -1.820 4.556 -2.974
H -1.280 4.635 -0.072
H 0.030 4.423 -1.206
H -1.998 2.562 -0.353
H 0.202 2.690 0.679
H 0.746 1.798 -0.730
H 0.385 0.253 1.027
H -0.751 0.053 -0.339
H -2.716 0.168 2.659
H -1.447 -0.965 2.111
H -2.841 -0.607 1.091
O 5.944 -10.855 1.643
H 6.582 -11.341 2.164
H 6.066 -11.179 0.750
O 5.383 -2.812 0.155
H 4.970 -3.533 0.632
H 5.561 -2.152 0.825
O 2.851 -7.361 2.223
H 3.440 -8.109 2.122
H 1.975 -7.746 2.244
*
```

Values from the calculation:
- Lowest unoccupied orbital energy: 0.02880 hartree
- Total energy: -18288.064 eV
- Orbital gap: 9.48 eV
- Structure (SMILES): COCCNCCOC.O.O.O

***

3.
Computed, not measured: 6 unconnected molecules or ions with the total composition C6H22BrN4O7 in a non-equilibrium geometry, with ωB97M-V/def2-TZVPD.

The geometry in ORCA input format:
```
! wB97M-V def2-TZVPD RIJCOSX def2/J DEFGRID3
* xyz 0 2
Br -1.288 -0.038 -0.095
C -1.488 -1.594 -3.958
O -1.470 -2.500 -4.758
N -2.159 -1.760 -2.824
N -0.889 -0.444 -4.096
H -2.727 -2.554 -2.564
H -2.193 -1.050 -2.107
H -0.816 0.035 -3.210
H -0.267 -0.310 -4.880
C -2.266 -1.144 3.455
O -2.941 -1.112 4.443
N -1.273 -0.319 3.184
N -2.430 -1.914 2.442
H -1.085 0.532 3.694
H -0.955 -0.307 2.226
H -3.154 -2.608 2.559
H -2.061 -1.574 1.566
C 3.437 -1.854 -0.932
C 2.217 -1.291 -1.519
O 1.170 -2.215 -1.339
O 4.606 -1.034 -1.123
H 3.683 -2.842 -1.323
H 3.315 -1.875 0.151
H 2.369 -1.074 -2.577
H 2.041 -0.408 -0.905
H 0.553 -1.722 -0.792
H 4.491 -0.749 -2.032
C 2.119 2.792 1.387
C 1.165 3.243 2.503
O 0.104 2.367 2.526
O 1.417 2.507 0.213
H 2.707 1.888 1.548
H 2.893 3.501 1.094
H 0.584 4.134 2.263
H 1.721 3.353 3.434
H -0.418 2.567 1.745
H 0.717 1.914 0.496
O -4.120 1.641 0.189
H -3.993 2.580 0.056
H -3.315 1.240 -0.139
*
```

Values from the calculation:
- Lowest unoccupied orbital energy (alpha / beta): -0.00053 / -0.21969 hartree
- Total energy: -96911.613 eV
- Orbital gap (alpha / beta): 9.92 / 3.73 eV
- <S²>: 0.76

***

4.
Computed, not measured: a molecular structure, C6H22MnN6O5 in a non-equilibrium geometry, with ωB97M-V/def2-TZVPD.

The geometry in ORCA input format:
```
! wB97M-V def2-TZVPD RIJCOSX def2/J DEFGRID3
* xyz 2 6
Mn -0.385 -0.222 -0.250
C -1.443 -1.166 3.366
C -1.907 -1.486 1.994
O -2.080 -0.288 1.240
H -0.647 -0.443 3.426
H -1.013 -2.119 3.879
H -2.170 -0.745 4.049
H -2.745 -2.209 2.061
H -1.180 -2.087 1.409
H -2.693 0.366 1.599
C -1.132 -2.378 -1.693
O -1.803 -3.520 -1.868
N -1.637 -1.191 -1.684
N 0.041 -2.202 -1.083
H -2.687 -1.218 -1.498
H -1.570 -0.796 -2.643
H 0.397 -3.101 -0.617
H 0.790 -2.040 -1.778
C 1.779 1.351 -2.104
O 1.446 0.129 -1.459
N 1.054 1.987 -3.007
N 2.890 1.971 -1.879
H 0.385 1.432 -3.516
H 1.396 2.814 -3.409
H 3.644 1.452 -1.356
H 3.215 2.691 -2.638
C -0.594 2.361 -0.012
O -0.960 3.635 0.200
N 0.255 1.618 0.636
N -1.022 1.673 -1.034
H 0.154 1.764 1.703
H 1.150 2.174 0.553
H -2.053 1.800 -1.302
H -0.538 2.147 -1.842
C 2.121 -0.409 1.813
O 1.054 -1.118 1.289
H 2.634 -1.069 2.473
H 1.858 0.439 2.472
H 2.770 0.042 1.031
H 1.213 -2.049 1.483
*
```

Values from the calculation:
- Lowest unoccupied orbital energy (alpha / beta): -0.24041 / -0.24229 hartree
- Total energy: -57059.942 eV
- Orbital gap (alpha / beta): 9.23 / 10.28 eV
- <S²>: 8.75